No. 1
# AsF6H32O16

A structure of composition AsF6H32O16 at a distorted geometry (wB97M-V/def2-TZVPD, the OMol25 dataset).

Its charge is -1. The LUMO energy comes out at 2.15 eV. The energy above the lowest of the compared OMol25 structures with the same formula, charge and spin is 0.0 kcal/mol. The maximum force is 1.2 eV Å⁻¹. The HOMO-LUMO gap is 9.8 eV. The HOMO energy is -7.7 eV. As for the multiplicity: 1. For the total energy, the calculation gives -4058.2990 hartree.

Geometry as XYZ:
```
55
Properties=species:S:1:pos:R:3:lowdin_charge:R:1
As -0.21001 -0.23239 0.33692 0.804
F -1.30790 -1.56763 0.45074 -0.207
F -0.55040 0.17888 1.99364 -0.217
F 0.95258 1.05036 0.17742 -0.220
F 0.06238 -0.63095 -1.32562 -0.225
F -1.47494 0.91135 -0.02004 -0.220
F 1.06222 -1.37558 0.71758 -0.243
O -0.60174 -0.20590 -4.53660 -0.062
H 0.03767 0.21228 -3.92226 0.006
H -0.90192 0.50918 -5.10527 0.041
O -4.56846 0.00792 -1.59512 -0.084
H -3.85412 -0.43838 -2.08225 -0.012
H -4.20251 0.87760 -1.38705 -0.020
O 0.88914 1.08425 4.69549 -0.085
H 0.13767 0.48370 4.68599 0.017
H 1.42202 0.82419 3.91950 -0.022
O -3.37479 -0.94560 2.99826 -0.042
H -4.18208 -0.42062 2.97961 0.061
H -2.65821 -0.30653 2.90330 0.029
O 1.00006 1.64665 -3.02535 -0.055
H 0.77386 1.66057 -2.08495 0.007
H 0.33276 2.21605 -3.42674 0.048
O 2.32986 -3.67515 -0.62667 -0.044
H 1.66732 -3.33793 -0.00510 0.041
H 2.39197 -4.61635 -0.43517 0.067
O 3.95813 -1.29177 -0.01288 -0.060
H 3.74372 -2.04992 -0.57265 0.005
H 3.10748 -1.00626 0.33892 -0.012
O 3.62199 1.77197 0.16443 -0.054
H 4.03424 1.35665 -0.60324 0.059
H 2.67316 1.76199 -0.03367 0.015
O 2.14628 -1.78854 -2.79910 -0.065
H 2.33071 -2.37645 -2.04825 -0.022
H 1.43879 -1.22004 -2.46279 -0.010
O -2.33357 -1.53178 -2.60170 -0.064
H -2.04942 -1.29512 -3.49981 0.024
H -1.50961 -1.62284 -2.10675 0.008
O -3.63647 2.73780 -0.62009 -0.051
H -2.89721 2.28384 -0.18886 0.002
H -3.29060 3.61421 -0.81842 0.042
O -1.00801 3.29899 1.49053 -0.053
H -0.99048 2.33647 1.39473 -0.006
H -0.15857 3.51165 1.89626 0.064
O 1.94570 -2.80272 2.97091 -0.062
H 2.79208 -2.93830 2.53100 0.027
H 1.48400 -2.16385 2.40736 -0.005
O -0.18192 3.93846 -1.26587 -0.061
H -0.58565 3.63424 -0.43337 -0.009
H 0.28793 4.74287 -1.02761 0.040
O -3.36075 -3.20956 1.34685 -0.091
H -2.63484 -2.90356 0.78668 -0.006
H -3.41605 -2.55655 2.06520 -0.016
O 2.78262 0.74682 2.66248 -0.061
H 3.10386 1.00251 1.77753 0.000
H 3.43000 0.10879 2.98191 0.059
```

No. 2
# B2BrH6LiNO2P

A structure of composition B2BrH6LiNO2P at a distorted geometry (wB97M-V/def2-TZVPD, the OMol25 dataset).

The LUMO energy comes out at -2.26 eV. The maximum force is 3.3 eV Å⁻¹. The HOMO-LUMO gap is 4.7 eV. The HOMO energy is -6.9 eV. As for the multiplicity: 1. For the total energy, the calculation gives -3181.4521 hartree.

Geometry as XYZ:
```
14
Properties=species:S:1:pos:R:3:lowdin_charge:R:1
N 0.23647 -1.83118 -0.78773 0.066
B -0.61256 -0.62165 -1.17723 -0.575
O -0.76045 -0.09828 -2.56684 -0.035
B -1.42107 0.25136 0.00710 -0.631
P -0.06081 1.43247 0.75654 0.530
O 1.46760 1.06864 -0.03160 -0.466
Br 0.28945 0.98539 2.95573 0.077
H 1.23129 -1.51151 -0.98113 0.068
H 0.23013 -1.97223 0.26152 0.054
H -0.17029 0.73504 -2.55794 0.105
H -2.30835 0.85891 -0.50663 0.013
H -1.88490 -0.47130 0.84100 0.008
H 1.92543 1.91049 -0.34534 0.062
Li 1.83805 -0.73613 4.13255 0.724
```

No. 3
# B2Cd2H68O34P

A structure of composition B2Cd2H68O34P at a distorted geometry (wB97M-V/def2-TZVPD, the OMol25 dataset).

Its charge is -1. The LUMO energy comes out at 0.85 eV. The maximum force is 5.0 eV Å⁻¹. The HOMO-LUMO gap is 6.9 eV. The HOMO energy is -6.0 eV. As for the multiplicity: 1. For the total energy, the calculation gives -3325.4761 hartree.

Geometry as XYZ:
```
107
Properties=species:S:1:pos:R:3:lowdin_charge:R:1
Cd 0.24195 3.29524 2.86452 1.417
Cd -0.33660 2.31140 -0.88550 1.287
P -1.85029 2.99426 1.13379 0.034
O -1.76453 2.42985 2.58706 -0.463
O -2.63757 4.23779 1.38078 -0.345
O -2.12638 2.00753 -0.07188 -0.471
O -0.29275 3.18138 0.87867 -0.609
B 2.23146 3.84891 2.45749 -0.496
H 1.51535 4.65591 2.47093 -0.048
H 2.00249 3.32826 1.54057 -0.047
H 3.20317 4.29752 2.59443 0.013
H 2.05813 3.17365 3.28103 -0.062
B 0.35078 0.10653 -0.33203 -0.404
H 0.41046 1.07864 0.13239 -0.049
H 1.33312 -0.27070 -0.57064 -0.006
H -0.12868 -0.61493 0.31128 -0.009
H -0.22780 0.28981 -1.22417 -0.036
O -4.17946 -2.62458 -3.29154 -0.038
H -4.00312 -2.99582 -4.15602 0.021
H -3.31489 -2.52043 -2.89418 -0.016
O -5.00648 -2.48591 -0.22183 -0.083
H -4.78416 -2.78612 0.65947 -0.006
H -4.59219 -1.62604 -0.29409 -0.027
O 1.63512 2.52829 -1.51945 -0.082
H 2.00031 3.39232 -1.32887 0.039
H 2.39518 1.94705 -1.54608 0.072
O 1.07447 -2.23033 1.27570 -0.044
H 0.27178 -2.72302 1.10491 0.053
H 0.93978 -1.39167 0.83440 -0.030
O -3.12178 2.87599 -4.20857 -0.037
H -3.40211 3.10445 -3.32231 0.012
H -3.10746 3.70993 -4.67821 0.057
O -1.57664 -1.72127 -2.31622 -0.042
H -0.75858 -1.58970 -1.83694 0.044
H -1.39608 -1.38802 -3.19518 0.060
O -1.75229 -0.23141 2.10374 -0.060
H -1.98960 0.64399 2.40965 0.009
H -1.29248 -0.08057 1.27787 -0.014
O -1.18953 -4.34970 3.38960 -0.052
H -0.60550 -4.54897 2.65787 -0.035
H -0.70243 -4.62331 4.16683 0.044
O 3.14107 -3.62550 -0.20792 -0.030
H 2.77993 -3.05746 0.47262 0.014
H 4.08509 -3.61921 -0.04976 0.060
O -5.01237 -0.11242 1.96419 -0.034
H -4.34121 -0.63975 2.39742 0.001
H -4.52310 0.57669 1.51477 0.022
O -0.70877 -4.05572 -1.22461 -0.029
H -1.45961 -4.61927 -1.03783 0.083
H -1.08466 -3.29295 -1.66406 0.010
O -1.18466 1.79143 -2.78294 -0.099
H -1.89291 2.15112 -3.31703 -0.007
H -0.59175 1.38334 -3.41393 0.016
O -2.94706 -2.51367 1.89935 -0.055
H -2.56342 -1.63731 1.93175 -0.047
H -2.37666 -3.04600 2.45387 -0.012
O -2.31330 -1.45356 5.02289 -0.044
H -1.62405 -1.25372 4.38946 -0.002
H -2.80485 -0.63667 5.10840 0.039
O 3.56912 0.65454 3.35413 -0.041
H 3.95317 0.48935 2.49305 0.007
H 2.96329 1.38171 3.21120 -0.010
O -4.13425 2.44503 -1.58598 -0.059
H -4.12476 1.54296 -1.90601 0.032
H -3.42691 2.47863 -0.94194 -0.044
O 0.15589 -0.40654 -4.18644 -0.024
H 0.81022 0.21457 -4.50629 0.043
H 0.28722 -1.18984 -4.72069 0.051
O 2.36605 -1.98234 3.59857 -0.068
H 2.31445 -1.02701 3.56831 -0.019
H 1.95368 -2.27086 2.78435 -0.023
O -0.64157 4.13510 -1.62483 -0.097
H -0.67694 4.55892 -2.48236 0.085
H -0.67713 4.85786 -0.99827 0.064
O 3.00542 -2.45988 -4.07547 -0.049
H 2.37940 -2.51781 -4.79726 0.025
H 2.57301 -2.90464 -3.34648 -0.017
O 1.69825 -4.21232 -2.43379 -0.062
H 2.25960 -3.80527 -1.77391 -0.014
H 0.82915 -4.22788 -2.03299 -0.016
O 0.58345 -0.39620 5.11058 -0.035
H 0.98414 -1.25430 5.24968 0.049
H -0.08735 -0.33154 5.79034 0.052
O 5.25126 2.87941 1.25113 -0.052
H 4.32326 2.89307 1.48534 -0.025
H 5.41785 1.97573 0.98309 0.020
O -3.12108 -0.39226 -0.64112 -0.044
H -2.48765 -0.72667 -1.27607 -0.011
H -2.62412 0.23197 -0.11234 -0.016
O 0.10097 -5.30957 1.34487 -0.020
H 0.05114 -6.26330 1.28043 0.070
H 0.10250 -5.00742 0.43661 0.020
O 4.83384 -0.20593 -2.80826 -0.051
H 4.38157 -0.83647 -3.36872 -0.011
H 4.98396 0.55242 -3.37271 0.024
O 3.36614 -0.17117 0.46965 -0.039
H 2.48926 -0.13324 0.08773 -0.048
H 3.80142 -0.88330 0.00101 0.033
O 0.58845 1.18526 2.88429 -0.124
H 0.17672 0.56029 2.28752 0.023
H 0.65330 0.71592 3.71600 0.012
O 0.93036 2.92709 -4.97265 -0.036
H 0.59853 2.61334 -5.81388 0.038
H 1.79184 3.29175 -5.17540 0.041
O 2.01377 5.25347 -0.12751 -0.051
H 1.06054 5.29622 -0.05165 0.014
H 2.29808 4.80561 0.66924 -0.036
```

- maximum force of number 2 (B2BrH6LiNO2P)?
  3.3 eV Å⁻¹

- Which formula does entry 1 have?
  AsF6H32O16